# C5H6FN

One molecule with the formula C5H6FN at a distorted geometry (the ωB97M-V functional and the def2-TZVPD basis, the OMol25 dataset).

## Properties
Net charge = 0
SMILES = C#C[C@H]1NC[C@H]1F
Energy relative to the best compared isomer or geometry (same formula, charge and spin) = 136.97 kcal per mole
Highest occupied orbital energy = -9.195 eV
HOMO-LUMO gap = 10.2 eV

Positions of all 13 atoms, in Å:
C 0.70 -2.06 2.22
C 0.56 -1.15 1.38
C 0.63 0.08 0.33
N 0.90 0.02 -1.14
C -0.55 0.70 -1.53
C -0.76 1.04 -0.14
F -2.03 0.61 0.36
H 0.39 -2.89 2.97
H 1.34 0.81 0.72
H 1.29 -0.96 -1.45
H -1.42 -0.12 -1.72
H -0.45 1.68 -2.29
H -0.59 2.24 0.29

Mulliken atomic charge list, values in e, 4 entries: -0.0060, -0.4190, -0.2366, -0.4422

# C35H47BrN4P2Pd

C35H47BrN4P2Pd as an isolated structure at a distorted geometry (the ωB97M-V functional and the def2-TZVPD basis, the OMol25 dataset).

## Properties
Spin multiplicity = 5
Net charge = +4
Highest occupied orbital energy (spin up / spin down) = -16.738 / -16.680 eV
HOMO-LUMO gap (spin up / spin down) = 5.0 / 2.6 eV

Positions of all 90 atoms, in Å:
N -6.52 4.84 -5.95
C -6.34 5.33 -4.72
C -5.50 4.73 -3.77
C -4.78 3.54 -4.08
C -4.98 3.05 -5.40
C -5.85 3.72 -6.27
C -3.88 2.92 -3.10
Pd -0.75 0.14 -0.66
P 4.25 -0.64 -0.90
C -3.06 1.81 -3.30
C -1.74 1.63 -2.73
C -0.59 1.38 -3.54
C 0.61 2.08 -3.23
C 0.63 2.98 -2.16
C -0.23 2.72 -1.05
C -1.49 2.06 -1.37
Br 1.97 4.21 -2.06
H -3.88 3.39 -2.12
H -3.37 1.13 -4.11
H -5.39 5.23 -2.80
H -4.44 2.18 -5.75
H -6.89 6.24 -4.50
H -6.01 3.35 -7.28
H -0.65 0.84 -4.50
H -2.35 2.11 -0.69
H 1.52 1.97 -3.82
H 0.05 2.99 -0.03
P -0.91 -2.03 -1.22
C 4.37 1.14 -0.76
C 5.78 1.57 -1.24
H 4.26 1.41 0.31
H 3.57 1.61 -1.35
H 5.93 2.63 -1.03
H 6.55 0.99 -0.70
H 5.90 1.39 -2.31
C 3.94 -1.16 -2.58
C 5.10 -2.07 -3.02
H 3.90 -0.26 -3.23
H 2.97 -1.70 -2.63
H 5.02 -2.26 -4.10
H 6.08 -1.60 -2.82
H 5.07 -3.03 -2.49
C 3.44 -1.49 0.43
C 4.52 -1.87 1.46
H 2.93 -2.39 0.05
H 2.70 -0.78 0.86
H 4.14 -2.65 2.12
H 5.42 -2.24 0.95
H 4.80 -0.99 2.05
C -0.66 -3.41 -0.02
C -1.76 -4.45 0.20
H -0.34 -2.97 0.93
H 0.21 -3.95 -0.41
H -2.63 -4.04 0.74
H -2.09 -4.92 -0.73
H -1.36 -5.25 0.83
C 0.52 -2.31 -2.32
C 0.33 -2.30 -3.83
H 0.92 -3.28 -2.01
H 1.23 -1.53 -2.00
H -0.43 -3.03 -4.15
H 0.05 -1.30 -4.21
H 1.29 -2.58 -4.29
C -2.39 -2.52 -2.16
C -3.62 -1.96 -1.46
H -2.40 -3.62 -2.20
H -2.30 -2.16 -3.19
H -4.54 -2.15 -2.04
H -3.77 -2.42 -0.47
H -3.48 -0.88 -1.31
N 0.67 1.47 10.14
C 0.44 1.22 9.01
C 0.10 0.88 7.66
C -1.22 0.52 7.37
C -1.60 0.19 6.08
C -0.67 0.24 5.02
C 0.66 0.60 5.30
C 1.04 0.92 6.61
N -1.13 -0.02 3.70
C -2.47 -0.29 3.36
C -2.55 -0.33 2.00
N -1.28 -0.08 1.47
C -0.45 0.04 2.52
H -1.97 0.51 8.17
H -2.64 -0.09 5.91
H 1.39 0.65 4.48
H 2.06 1.20 6.84
H -3.24 -0.37 4.10
H -3.42 -0.48 1.37
H 0.63 0.21 2.49

Mulliken atomic charge list, values in e, 4 entries: 0.0791, -0.3869, -0.4161, 0.6799